DFT (wB97M-V/def2-TZVPD) results for a cluster of 10 separate species, C44H82N10O4 in total.

Structure (XYZ):
```
140
C44H82N10O4 | OMol25 | wB97M-V/def2-TZVPD
C -1.470 1.624 6.694
C -1.791 0.442 5.983
C -2.611 0.823 4.950
N -2.737 2.176 4.975
C -2.100 2.684 6.092
H -0.765 1.694 7.509
H -1.414 -0.546 6.182
H -3.029 0.228 4.154
H -3.313 2.723 4.364
H -2.164 3.737 6.303
C 2.849 -4.580 -1.828
C 3.900 -5.496 -1.853
C 5.096 -4.799 -1.803
N 4.757 -3.491 -1.657
C 3.407 -3.317 -1.701
H 1.811 -4.872 -1.824
H 3.797 -6.558 -2.019
H 6.119 -5.117 -1.889
H 5.411 -2.737 -1.550
H 2.971 -2.334 -1.720
C -2.449 -0.724 -1.948
O -1.879 -1.184 -3.139
C -0.962 -2.232 -2.925
C -0.316 -2.525 -4.280
N 0.361 -1.340 -4.779
C 0.954 -1.619 -6.078
C 1.437 -0.377 -6.781
O 0.353 0.511 -6.988
C 0.747 1.689 -7.633
H -3.091 0.138 -2.126
H -1.688 -0.415 -1.217
H -3.033 -1.476 -1.404
H -1.446 -3.130 -2.532
H -0.149 -1.917 -2.259
H -1.158 -2.776 -4.945
H 0.361 -3.374 -4.208
H -0.301 -0.580 -4.881
H 0.173 -2.043 -6.735
H 1.773 -2.338 -6.068
H 1.871 -0.608 -7.761
H 2.179 0.116 -6.133
H -0.132 2.309 -7.793
H 1.140 1.471 -8.634
H 1.506 2.260 -7.095
C 0.830 0.965 -2.062
O 1.541 2.108 -2.507
C 1.325 2.344 -3.884
C 2.351 3.377 -4.346
N 1.890 4.672 -3.858
C 2.948 5.663 -3.784
C 2.461 6.920 -3.061
O 1.812 6.533 -1.866
C 1.463 7.654 -1.095
H -0.238 1.130 -2.234
H 1.024 0.893 -0.994
H 1.162 0.042 -2.541
H 0.315 2.712 -4.100
H 1.421 1.387 -4.412
H 2.432 3.430 -5.434
H 3.343 3.107 -3.958
H 1.521 4.574 -2.917
H 3.356 5.902 -4.766
H 3.762 5.295 -3.135
H 1.711 7.442 -3.667
H 3.313 7.579 -2.870
H 0.911 7.331 -0.218
H 0.829 8.326 -1.689
H 2.333 8.250 -0.801
C -2.188 -5.820 2.494
C -1.083 -5.360 3.426
C -1.541 -4.936 4.827
C -2.505 -3.822 4.849
N -3.221 -2.927 4.895
H -2.637 -6.758 2.834
H -1.792 -5.991 1.494
H -3.013 -5.110 2.435
H -0.597 -4.448 3.065
H -0.333 -6.147 3.501
H -0.680 -4.626 5.416
H -2.087 -5.765 5.291
C 4.002 -4.400 2.071
C 4.375 -2.916 2.220
C 4.016 -2.372 3.604
C 4.310 -3.230 4.748
N 4.537 -3.921 5.638
H 2.986 -4.640 2.399
H 4.631 -5.035 2.703
H 4.143 -4.801 1.065
H 3.844 -2.301 1.496
H 5.453 -2.911 2.056
H 2.961 -2.090 3.627
H 4.478 -1.383 3.687
C -1.625 3.796 -1.406
C -3.101 3.353 -1.410
C -3.674 3.290 -0.005
C -3.009 2.334 0.885
N -2.484 1.588 1.584
H -1.485 4.664 -0.758
H -1.354 4.152 -2.402
H -0.942 3.004 -1.104
H -3.201 2.448 -2.006
H -3.669 4.116 -1.947
H -4.730 2.999 -0.029
H -3.674 4.245 0.525
C 0.584 -2.252 0.632
C 0.550 -0.857 1.260
C -0.337 -0.777 2.499
C 0.184 -1.529 3.632
N 0.606 -2.108 4.529
H 0.915 -3.034 1.319
H 1.319 -2.260 -0.177
H -0.354 -2.558 0.166
H 0.221 -0.120 0.530
H 1.593 -0.640 1.498
H -1.315 -1.215 2.277
H -0.534 0.270 2.725
C -6.110 -1.194 0.121
C -6.152 -1.954 1.436
C -4.835 -1.919 2.216
C -3.724 -2.499 1.451
N -2.880 -2.980 0.838
H -7.049 -1.307 -0.423
H -5.321 -1.528 -0.557
H -5.949 -0.121 0.256
H -6.474 -2.983 1.274
H -6.876 -1.486 2.106
H -4.954 -2.408 3.178
H -4.488 -0.882 2.312
C 0.259 4.165 2.416
C 0.426 4.074 3.933
C 0.603 2.633 4.433
C 1.657 1.842 3.793
N 2.456 1.175 3.309
H 0.373 5.201 2.092
H -0.702 3.791 2.057
H 1.034 3.579 1.917
H -0.413 4.569 4.415
H 1.360 4.592 4.164
H -0.325 2.078 4.276
H 0.749 2.606 5.510
```

Results
ΔE to the lowest compared entry with this formula, charge and spin (eV): 0.0000
Net charge: 0
Structure (SMILES): c1cc[nH]c1.c1cc[nH]c1.COCCNCCOC.COCCNCCOC.CCCC#N.CCCC#N.CCCC#N.CCCC#N.CCCC#N.CCCC#N

---

DFT (wB97M-V/def2-TZVPD) results for a cluster of 10 separate species, C44H85F3N11O11 in total.

Structure (XYZ):
```
154
C44H85F3N11O11 | OMol25 | wB97M-V/def2-TZVPD
O -0.699 -0.434 2.031
N 0.442 -0.434 1.770
O 0.803 -1.605 1.129
C 2.022 -1.457 0.404
C 2.017 -0.407 -0.759
C 0.671 0.082 -1.287
C -0.070 -0.839 -2.276
C -0.425 -2.182 -1.664
C 0.300 -3.342 -1.940
C -0.042 -4.546 -1.326
C -1.117 -4.586 -0.447
C -1.844 -3.433 -0.168
C -1.504 -2.230 -0.777
C 2.911 -0.997 -1.889
C 3.449 0.273 -2.587
N 3.290 1.401 -1.602
C 3.037 0.697 -0.296
C 2.709 1.647 0.833
C 3.336 1.285 2.190
C 4.712 0.759 2.097
F 5.590 1.334 1.225
C 5.161 -0.261 2.839
F 6.296 -0.265 3.494
F 4.502 -1.383 3.035
H 2.219 -2.443 0.000
H 2.835 -1.238 1.097
H 0.871 1.004 -1.843
H -0.024 0.359 -0.499
H 0.470 -0.991 -3.205
H -1.021 -0.396 -2.546
H 1.138 -3.261 -2.618
H 0.558 -5.415 -1.553
H -1.364 -5.520 0.038
H -2.669 -3.439 0.529
H -2.051 -1.326 -0.546
H 2.391 -1.498 -2.695
H 3.689 -1.640 -1.494
H 4.506 0.255 -2.843
H 2.919 0.590 -3.478
H 2.593 2.100 -1.858
H 4.114 1.970 -1.418
H 3.946 0.109 -0.201
H 3.105 2.628 0.557
H 1.635 1.786 0.937
H 3.342 2.178 2.810
H 2.769 0.564 2.768
C 0.344 0.230 5.460
C 1.633 0.967 5.706
O 2.296 1.474 4.794
N 2.055 1.071 6.979
C 1.429 0.556 8.188
H 0.137 0.241 4.395
H 0.421 -0.801 5.796
H -0.480 0.714 5.981
H 2.922 1.578 7.079
H 1.220 1.387 8.861
H 2.122 -0.120 8.686
H 0.506 0.030 7.967
C -3.612 -2.648 -4.908
C -2.867 -1.339 -4.921
O -1.689 -1.255 -4.571
N -3.529 -0.239 -5.336
C -4.909 -0.132 -5.788
H -2.936 -3.424 -4.555
H -4.470 -2.599 -4.243
H -3.950 -2.905 -5.912
H -2.967 0.597 -5.323
H -4.927 0.248 -6.810
H -5.449 0.567 -5.147
H -5.408 -1.093 -5.755
C -8.757 -3.949 -4.534
C -7.515 -3.275 -4.008
O -6.754 -2.661 -4.743
N -7.264 -3.371 -2.677
C -8.045 -4.052 -1.661
H -8.814 -3.781 -5.605
H -8.720 -5.024 -4.350
H -9.649 -3.532 -4.066
H -6.421 -2.898 -2.390
H -8.363 -3.338 -0.901
H -7.436 -4.820 -1.182
H -8.923 -4.519 -2.094
C -0.807 -1.913 -7.586
C -1.562 -2.051 -8.886
O -2.429 -1.255 -9.211
N -1.250 -3.100 -9.692
C -0.262 -4.138 -9.474
H -1.171 -1.037 -7.063
H -0.975 -2.787 -6.956
H 0.261 -1.788 -7.772
H -1.795 -3.130 -10.540
H 0.471 -4.126 -10.283
H -0.748 -5.115 -9.466
H 0.253 -3.993 -8.531
C 4.368 5.962 -3.412
C 4.623 4.512 -3.100
O 3.692 3.721 -2.925
N 5.907 4.105 -3.021
C 7.115 4.899 -3.197
H 3.296 6.128 -3.441
H 4.800 6.602 -2.642
H 4.789 6.225 -4.382
H 6.017 3.125 -2.818
H 7.702 4.492 -4.020
H 7.715 4.856 -2.288
H 6.873 5.932 -3.413
C 5.685 0.739 12.004
C 4.847 0.369 10.804
O 3.930 1.077 10.415
N 5.148 -0.791 10.163
C 6.191 -1.750 10.481
H 5.323 1.682 12.400
H 5.603 -0.022 12.780
H 6.732 0.856 11.720
H 4.553 -0.981 9.373
H 6.869 -1.852 9.632
H 5.746 -2.725 10.686
H 6.759 -1.434 11.348
C -0.774 -3.434 6.839
C -1.702 -2.395 7.424
O -1.370 -1.225 7.561
N -2.936 -2.805 7.802
C -3.509 -4.137 7.722
H 0.170 -2.959 6.589
H -0.582 -4.228 7.561
H -1.199 -3.863 5.931
H -3.505 -2.065 8.185
H -4.406 -4.115 7.101
H -3.789 -4.477 8.720
H -2.803 -4.840 7.295
C 1.204 6.870 7.395
C 0.342 6.578 6.189
O -0.552 7.327 5.835
N 0.599 5.434 5.498
C 1.611 4.425 5.758
H 0.877 7.808 7.832
H 1.103 6.081 8.141
H 2.252 6.964 7.106
H -0.012 5.301 4.708
H 2.269 4.337 4.892
H 1.129 3.465 5.921
H 2.203 4.680 6.631
C -6.396 4.126 -9.840
C -6.319 2.628 -9.654
O -7.318 1.938 -9.548
N -5.081 2.066 -9.607
C -3.789 2.718 -9.710
H -7.442 4.416 -9.857
H -5.902 4.643 -9.017
H -5.936 4.421 -10.783
H -5.095 1.065 -9.483
H -3.242 2.306 -10.560
H -3.215 2.522 -8.802
H -3.898 3.789 -9.841
```

Results
Net charge: +1

---

Number 1: Kohn-Sham gap 8.42 eV. Number 2: Kohn-Sham gap 8.17 eV.